Entry 1:
The following is a quantum chemistry calculation of C4H6INO2S as an isolated structure at a distorted geometry, from the OMol25 dataset.

Positions of all 15 atoms, in Å:
1 C -0.38 0.01 0.41
2 C 0.48 -0.71 -1.82
3 C 0.64 -0.04 -0.67
4 C 0.26 -0.35 1.72
5 N 0.02 -1.41 2.37
6 O -4.29 -0.79 1.03
7 O -3.23 -1.26 -1.11
8 S -3.81 -1.76 0.12
9 I -1.23 -2.87 1.56
10 H -0.68 1.07 0.65
11 H -1.27 -0.60 0.52
12 H -0.48 -1.01 -2.20
13 H 1.24 -0.46 -2.62
14 H 1.57 0.54 -0.51
15 H 1.04 0.18 2.28

## Properties
HOMO level = -0.3435 hartree
Frontier orbital gap = 8.540 eV
Lowest unoccupied orbital energy = -0.0297 Eh

Entry 2:
The following is a quantum chemistry calculation of one molecule with the formula C4H6INS at a distorted geometry, from the OMol25 dataset.

Positions of all 13 atoms, in Å:
1 C -0.85 0.36 -0.55
2 C -1.88 -0.44 -0.51
3 C 0.53 -0.10 -0.91
4 C 1.12 0.53 1.33
5 N 1.39 -0.19 0.31
6 S 2.54 -1.32 0.14
7 I -3.91 -0.03 0.09
8 H -1.04 1.44 -0.16
9 H 0.66 -1.18 -1.14
10 H 0.92 0.64 -1.58
11 H 0.29 1.30 1.47
12 H 1.88 0.40 2.20
13 H -1.66 -1.41 -0.71

## Properties
HOMO level (alpha / beta) = -0.3004 / -0.3004 hartree
Frontier orbital gap (alpha / beta) = 8.235 / 8.234 eV
Lowest unoccupied orbital energy (alpha / beta) = 0.0022 / 0.0022 Eh

Entry 3:
The following is a quantum chemistry calculation of C4H6InO3 as an isolated structure at a distorted geometry, from the OMol25 dataset.

Positions of all 14 atoms, in Å:
1 In 10.18 1.62 7.34
2 C 13.38 6.71 11.84
3 C 12.89 5.33 11.55
4 C 11.86 4.56 12.59
5 O 11.02 3.83 11.71
6 C 11.18 4.26 10.47
7 O 10.64 3.90 9.48
8 O 12.13 5.29 10.41
9 H 14.02 6.63 12.75
10 H 12.50 7.39 11.92
11 H 14.09 7.19 11.10
12 H 13.82 4.64 11.47
13 H 11.32 5.25 13.27
14 H 12.46 3.90 13.23

## Properties
Total charge = +3
HOMO level = -0.8147 hartree
Frontier orbital gap = 1.956 eV
Lowest unoccupied orbital energy = -0.7428 Eh

Summary of energy relative to the best compared isomer or geometry (same formula, charge and spin) in kJ/mol
67.28 239.20 95.83
(order as listed above)